Entry 1:
ORCA calculation (ωB97M-V with the def2-TZVPD basis set) on the ion C9H8N3S with charge +1.

- energy above the lowest of the compared OMol25 structures with the same formula, charge and spin (eV) = 2.840
- total charge = +1
- orbital gap (spin up / spin down) (eV) = 6.99 / 6.99

```
21
Properties=species:S:1:pos:R:3:forces:R:3
C 0.55270 1.21893 -1.47009 -0.187 -0.566 -0.059
C 0.32656 -0.09576 -1.77442 -0.155 0.108 -0.404
C 0.99503 1.80149 -0.24271 0.275 0.302 0.812
C 0.25321 0.01337 1.44835 0.372 -0.558 -0.349
C 0.44784 -3.32492 -0.39673 -0.408 0.115 1.179
C -1.97440 0.12334 1.59025 0.469 0.173 0.155
C 0.15703 -1.20472 -0.92605 -0.074 -0.107 0.411
C 1.02896 1.25623 0.98603 -1.027 -1.379 -0.930
C -0.48736 -1.16412 0.41405 1.232 1.126 0.846
N -0.89665 0.52352 2.10856 -0.572 0.625 1.172
N 0.58298 -2.40707 -1.29988 0.441 0.239 -1.473
N -1.82305 -0.71901 0.52095 -0.282 -0.267 -0.826
S -0.24484 -2.87312 1.09616 0.037 0.240 -0.375
H 0.58021 1.89672 -2.31470 0.087 -0.081 -0.091
H 0.37743 -0.37546 -2.82204 -0.042 0.065 -0.005
H 1.44720 2.77962 -0.35309 0.016 0.022 0.006
H 0.87774 -0.54336 2.15515 -0.064 0.026 -0.140
H 0.76698 -4.33829 -0.56926 0.098 -0.249 -0.043
H -2.94492 0.42327 1.94394 -0.261 -0.008 -0.047
H 1.52656 1.74122 1.80939 0.088 0.171 0.072
H -2.57879 -1.19064 0.05163 -0.043 0.004 0.089
```
Positions in Å, forces in eV/Å.

natural (NBO) population analysis, charges in e, atoms 1 to 4: number 1, C, carries -0.009; number 2, C, carries -0.295; number 3, C, carries -0.280; number 4, C, carries -0.071

Entry 2:
ORCA calculation (ωB97M-V with the def2-TZVPD basis set) on a structure of composition C9H12N2O4PtS.

- energy above the lowest of the compared OMol25 structures with the same formula, charge and spin (eV) = 0.652
- total charge = +2
- multiplicity = 3
- orbital gap (spin up / spin down) (eV) = 5.60 / 3.37

```
29
Properties=species:S:1:pos:R:3:forces:R:3
Pt -0.49825 0.21382 -0.32065 -0.009 0.184 -0.100
O -1.27211 -2.64689 0.61027 -0.194 4.156 -1.959
C -1.17207 -1.57645 0.17310 0.194 -4.114 1.940
C 0.70904 1.78371 -0.47494 3.310 1.996 0.604
O 1.60221 2.51171 -0.40006 -3.422 -2.119 -0.589
C -1.07495 0.88614 1.45017 -1.387 1.444 3.601
O -1.15251 1.14359 2.58478 0.510 -1.073 -4.181
C 0.42218 -0.60203 -1.87695 1.286 -1.294 -2.911
O 1.16302 -1.15094 -2.57640 -2.164 1.670 2.364
C -4.32870 1.35779 -2.61293 0.816 0.659 0.070
H -4.21930 0.50436 -3.28934 -0.193 0.367 0.148
H -4.92825 1.20750 -1.70978 0.061 0.114 -0.419
C -3.68431 2.52017 -2.84128 -0.087 -0.967 0.390
H -3.73930 3.35080 -2.13065 -0.128 -0.234 -0.355
H -3.03076 2.64748 -3.71003 -0.386 0.021 0.221
C 3.42487 -2.60966 4.15029 0.372 -0.629 0.474
N 2.73494 -2.47191 2.86156 -1.222 2.147 -0.528
C 2.97648 -1.43850 2.02525 1.649 -0.656 1.212
S 1.68436 -0.74400 1.11064 1.063 -0.672 0.759
N 4.20141 -0.88917 1.86853 -1.733 -0.665 -1.666
C 5.43196 -1.68320 1.89385 0.814 0.045 0.305
H 4.29806 -1.96258 4.21517 -0.189 -0.003 -0.086
H 3.73825 -3.64459 4.27007 0.122 -0.011 -0.027
H 2.74936 -2.38922 4.97938 -0.062 0.139 -0.244
H 1.71405 -2.58943 2.90142 0.652 -0.684 0.123
H 4.12615 -0.23819 1.07405 0.637 0.113 0.806
H 5.85136 -1.77864 0.88980 -0.267 0.013 0.025
H 6.16962 -1.15174 2.49112 0.040 -0.076 0.122
H 5.26953 -2.67315 2.31563 -0.084 0.130 -0.100
```
Positions in Å, forces in eV/Å.

natural (NBO) population analysis, charges in e, atoms 1 to 4: number 1, Pt, carries 0.503; number 2, O, carries -0.324; number 3, C, carries 0.511; number 4, C, carries 0.508

Entry 3:
ORCA calculation (ωB97M-V with the def2-TZVPD basis set) on a structure of composition C44H52N7ReS.

- total charge = +3
- multiplicity = 4
- orbital gap (spin up / spin down) (eV) = 7.35 / 6.35

```
105
Properties=species:S:1:pos:R:3:forces:R:3
Re 0.01209 -0.97041 0.32390 0.059 0.015 -0.002
C -0.94638 6.01533 0.66770 0.007 0.002 -0.001
C 0.48505 5.45347 0.61322 -0.010 -0.003 -0.007
C 1.23047 5.79917 1.91380 0.000 -0.005 -0.001
C 1.22412 6.07885 -0.56874 -0.005 -0.002 -0.001
C 0.40247 3.94354 0.49465 0.013 0.003 0.009
C 0.94075 3.22548 -0.57325 -0.009 -0.007 0.000
C 0.82997 1.85416 -0.60836 0.015 0.020 0.023
N 0.22220 1.15009 0.35958 0.002 -0.015 0.002
C -0.32637 1.82330 1.39947 -0.016 -0.034 -0.020
C -0.24516 3.19384 1.48374 0.003 0.015 0.013
C -1.02821 0.97337 2.38599 0.013 0.029 -0.019
C -1.61060 1.46376 3.53059 -0.015 0.015 0.020
C -2.29003 0.62253 4.41983 0.009 -0.003 -0.008
C -2.33687 -0.72773 4.07380 0.020 0.013 0.002
C -1.72184 -1.16662 2.92387 -0.027 -0.003 0.034
N -1.07454 -0.34961 2.07684 0.012 -0.029 -0.040
C -2.92297 1.18789 5.67613 0.001 -0.008 0.002
C -3.97446 2.23236 5.26242 0.003 -0.002 -0.002
C -3.59726 0.10213 6.51332 0.000 0.002 0.001
C -1.82210 1.86082 6.51449 0.001 -0.007 -0.002
H -0.89964 7.10115 0.74543 0.000 0.001 0.001
H -1.50162 5.64966 1.53270 -0.002 0.001 0.002
H -1.50636 5.76610 -0.23493 0.000 0.000 -0.001
H 1.29448 6.88256 2.01027 0.000 0.002 0.000
H 2.24642 5.40138 1.90748 0.002 0.000 0.001
H 0.71572 5.42204 2.79875 -0.001 -0.001 0.002
H 1.25799 7.15909 -0.43530 0.001 0.001 -0.003
H 0.71730 5.88571 -1.51631 0.001 0.003 -0.001
H 2.25617 5.72934 -0.63757 0.001 0.000 0.000
H 1.44651 3.72673 -1.38476 0.000 -0.003 -0.003
H 1.24074 1.28449 -1.43014 0.005 0.004 -0.005
H -0.69360 3.70444 2.32229 -0.001 0.000 -0.002
H -1.54299 2.51817 3.75125 -0.004 0.000 -0.009
H -2.84388 -1.44631 4.69994 0.003 0.000 0.003
H -1.73749 -2.21065 2.65442 0.001 -0.011 -0.019
H -4.76356 1.78393 4.65692 -0.002 0.002 -0.002
H -3.53708 3.06155 4.70430 0.001 0.000 0.000
H -4.43360 2.64814 6.15880 -0.002 0.001 0.000
H -4.41300 -0.38302 5.97367 -0.001 -0.003 0.002
H -4.02620 0.55591 7.40546 -0.004 0.001 -0.001
H -2.88721 -0.65698 6.84753 0.000 0.001 0.001
H -1.34243 2.68487 5.98456 -0.001 0.004 -0.001
H -1.05382 1.14503 6.81076 0.000 0.000 0.002
H -2.26691 2.27086 7.42066 0.001 0.001 0.002
C 3.80689 1.13902 -4.08538 -0.012 -0.009 -0.009
C 3.44514 -0.06773 -4.90620 -0.008 0.020 0.011
C 3.56817 -0.06397 -6.29298 -0.002 -0.008 -0.001
C 3.25304 -1.18372 -7.04883 0.004 0.013 0.003
C 2.80863 -2.34663 -6.43410 0.003 0.001 0.003
C 2.68416 -2.37968 -5.05489 0.005 -0.004 0.000
C 2.99729 -1.24675 -4.31274 0.014 -0.030 0.001
N 2.84446 -1.29955 -2.87807 -0.003 -0.003 -0.038
C 1.66582 -1.20810 -2.26845 -0.025 0.026 0.063
N 0.57504 -1.01207 -3.02631 0.023 0.000 -0.015
C -0.77113 -0.86856 -2.63350 -0.010 0.003 -0.029
C -1.18134 -0.80641 -1.29667 0.006 0.010 0.092
C -2.54227 -0.60519 -1.01143 -0.008 -0.034 -0.018
C -3.46678 -0.49325 -2.03013 0.001 0.006 0.007
C -3.04090 -0.58038 -3.35050 -0.003 -0.003 -0.005
C -1.70452 -0.76336 -3.67769 0.021 0.003 -0.004
C -1.26728 -0.83178 -5.11605 -0.010 0.001 0.004
N 1.55603 -1.27454 -0.94060 0.002 0.034 -0.115
C 2.65857 -1.66147 -0.10000 -0.059 -0.004 -0.004
C 3.04379 -0.74974 0.89018 -0.011 0.005 0.039
C 3.99355 -1.10470 1.83700 0.000 -0.008 0.001
C 4.56848 -2.36352 1.77692 -0.004 0.006 -0.008
C 4.19077 -3.25738 0.78284 -0.006 0.009 0.007
C 3.22521 -2.94372 -0.16874 0.010 -0.039 -0.008
C 2.85764 -3.96043 -1.21688 0.010 0.016 0.001
H 3.93935 2.01091 -4.72172 0.004 0.000 -0.002
H 4.74193 0.98226 -3.54316 0.000 0.001 0.005
H 3.03427 1.37172 -3.34785 -0.001 0.005 -0.001
H 3.92147 0.83273 -6.78590 0.000 0.000 -0.003
H 3.36318 -1.15084 -8.12426 0.001 0.001 -0.001
H 2.57852 -3.22420 -7.02218 -0.001 -0.002 0.002
H 2.36364 -3.28192 -4.54688 -0.001 -0.001 -0.003
H 3.66276 -1.38210 -2.29005 0.000 0.003 0.004
H 0.75890 -0.98083 -4.02201 -0.008 0.013 -0.002
H -2.87700 -0.53564 0.01804 0.001 0.001 -0.002
H -4.51229 -0.33240 -1.80440 -0.001 0.001 -0.003
H -3.76385 -0.49276 -4.15151 0.001 -0.001 -0.002
H -2.12552 -0.76522 -5.77965 0.001 0.002 0.000
H -0.75237 -1.76945 -5.34243 0.002 -0.001 0.000
H -0.59723 -0.00601 -5.37409 0.003 0.000 -0.004
H 2.64139 0.25687 0.87754 0.012 0.007 -0.012
H 4.29798 -0.39501 2.59374 0.001 -0.002 0.003
H 5.32081 -2.65166 2.49840 0.000 -0.003 0.001
H 4.65198 -4.23678 0.74743 0.004 -0.001 0.003
H 2.85181 -4.95913 -0.78329 0.001 -0.002 0.001
H 3.59320 -3.96518 -2.02490 -0.007 -0.004 -0.002
H 1.87668 -3.77905 -1.65439 -0.014 0.006 0.013
C -2.51689 -4.06874 -1.38361 -0.009 -0.007 0.003
N -2.52455 -4.36724 0.04929 -0.005 0.027 0.014
C -3.50870 -5.11055 0.67316 -0.004 -0.025 0.004
C -3.11372 -5.32180 1.94728 0.009 -0.001 -0.008
N -1.89693 -4.69143 2.08003 0.008 0.021 0.012
C -1.54259 -4.10975 0.92163 -0.019 -0.006 -0.083
S 0.01200 -3.38707 0.62561 0.015 -0.033 0.111
H -3.50270 -3.71696 -1.67539 0.000 0.010 0.003
H -2.26896 -4.97441 -1.93384 0.000 -0.001 0.002
H -1.78106 -3.29663 -1.58222 -0.001 -0.017 0.004
H -4.39280 -5.43336 0.15156 -0.001 0.004 -0.004
H -3.57970 -5.86230 2.75200 -0.001 0.003 0.003
H -1.29771 -4.72238 2.89205 -0.002 -0.006 -0.005
```
Positions in Å, forces in eV/Å.

Mulliken population analysis, charges in e, atoms 1 to 4: number 1, Re, carries -0.082; number 2, C, carries -1.525; number 3, C, carries 1.794; number 4, C, carries -1.492

Entry 4:
ORCA calculation (ωB97M-V with the def2-TZVPD basis set) on an isolated molecule of C8H17NO2S.

- energy above the lowest of the compared OMol25 structures with the same formula, charge and spin (eV) = 4.813
- total charge = 0
- orbital gap (spin up / spin down) (eV) = 6.76 / 6.75

```
29
Properties=species:S:1:pos:R:3:forces:R:3
C -1.58951 -0.56618 -0.57959 -3.092 1.224 -0.206
C -0.89829 0.65444 -1.21206 1.353 -0.417 3.345
C 1.14446 0.59345 0.35855 -2.502 0.016 1.524
C -0.84888 -1.28403 0.49756 1.300 0.450 -0.943
C 0.00439 1.43014 -0.20669 -0.132 -0.229 -0.709
C 0.78556 2.52473 -1.03135 -2.357 2.826 3.411
C -0.92828 2.12172 0.78072 3.424 0.153 2.010
C 0.03279 -4.09544 0.02957 4.615 1.830 -2.685
N 1.50458 0.69119 1.66879 -0.303 0.728 -3.268
O 1.31741 -2.17767 1.38305 -0.310 -0.692 -1.020
O 1.15608 -1.95484 -1.09696 -0.061 -0.374 -0.636
S 0.49330 -2.28846 0.15512 0.459 0.040 2.232
H -2.63148 -0.14540 -0.08886 2.338 -1.031 -1.125
H -1.93536 -1.09511 -1.51789 0.299 -0.335 1.401
H -0.27240 0.43208 -1.98135 1.838 -1.552 -2.329
H -1.55641 1.31987 -1.63933 -1.870 1.710 -0.688
H 1.75907 0.07785 -0.36360 0.190 -0.298 0.213
H -0.65290 -0.74589 1.42780 -0.498 -0.616 -0.099
H 0.87327 2.30980 -2.01150 0.337 -0.945 -3.291
H 1.74291 2.74514 -0.62208 0.965 0.042 0.381
H 0.23367 3.56704 -0.95164 0.807 -2.116 -0.244
H -1.77457 2.42110 0.31881 -2.447 1.447 -2.000
H -0.35196 2.99408 1.14422 -0.717 -0.071 0.238
H -1.35433 1.61297 1.62919 0.530 -0.912 0.459
H 0.91864 -4.66741 0.36392 -0.236 0.514 -0.151
H -0.68626 -4.22564 0.69543 -3.685 -0.828 2.366
H -0.07573 -4.28144 -1.04122 -0.753 -0.162 0.358
H 2.47614 0.52480 1.78966 0.662 -0.469 0.783
H 1.11408 1.50711 2.10171 -0.156 0.065 0.674
```
Positions in Å, forces in eV/Å.

natural (NBO) population analysis, charges in e, atoms 1 to 4: number 1, C, carries -0.432; number 2, C, carries -0.372; number 3, C, carries 0.307; number 4, C, carries -0.797

Entry 5:
ORCA calculation (ωB97M-V with the def2-TZVPD basis set) on an isolated molecule of C2H6ClFSi.

- energy above the lowest of the compared OMol25 structures with the same formula, charge and spin (eV) = 1.259
- structure (SMILES) = C[Si](C)(F)Cl
- total charge = 0
- orbital gap (eV) = 11.34

```
11
Properties=species:S:1:pos:R:3:forces:R:3
C 1.26049 1.10569 0.26301 -0.905 0.721 0.840
Si -0.18970 0.62945 -0.85610 3.039 -0.389 -5.440
C -0.70298 -1.20326 -0.83174 -2.181 3.341 0.704
F 0.84238 0.71636 -2.36431 -2.019 -0.168 2.389
Cl -1.74426 1.90357 -1.49544 0.793 -0.633 1.002
H 0.91237 1.92984 0.93096 0.341 -0.886 0.156
H 1.48942 0.15541 0.81098 0.106 1.084 -0.155
H 2.15464 1.55437 -0.24477 -1.048 -0.895 -0.030
H -0.35906 -1.95758 -1.42260 1.567 -1.293 -2.444
H -0.33300 -1.44828 0.10205 0.146 -0.935 2.482
H -1.79578 -1.28173 -0.89219 0.161 0.052 0.498
```
Positions in Å, forces in eV/Å.

natural (NBO) population analysis, charges in e, atoms 1 to 4: number 1, C, carries -1.138; number 2, Si, carries 1.794; number 3, C, carries -1.113; number 4, F, carries -0.688

Entry 6:
ORCA calculation (ωB97M-V with the def2-TZVPD basis set) on a cluster of 3 separate species, C6H17N in total.

- energy above the lowest of the compared OMol25 structures with the same formula, charge and spin (eV) = 1.684
- structure (SMILES) = C=CC.CC.CN
- total charge = 0
- orbital gap (eV) = 10.01

```
24
Properties=species:S:1:pos:R:3:forces:R:3
C -2.09437 0.80010 0.75664 -0.545 -0.824 -0.313
C -2.02417 -0.39899 0.16742 -0.502 0.541 0.805
C -1.51688 -1.62704 0.85123 -0.043 -0.046 -0.032
H -2.55755 1.64271 0.26643 -0.003 0.115 -0.084
H -1.78972 0.93056 1.78575 0.195 0.048 0.092
H -2.45711 -0.54601 -0.81286 0.134 0.135 -0.189
H -0.89882 -1.37633 1.71061 0.062 0.016 0.055
H -2.36186 -2.21698 1.21542 0.010 -0.061 -0.048
H -0.94336 -2.25358 0.16881 0.040 0.009 0.033
C 0.29228 -0.44689 -1.76839 0.631 1.678 1.174
C 1.78898 -0.64704 -1.97603 -0.119 0.055 0.011
H -0.24554 -1.33743 -2.09166 -0.335 -0.101 0.839
H -0.07466 0.34787 -2.42082 0.063 0.123 -0.221
H 0.21888 0.08469 -0.70676 -0.400 -2.240 -2.364
H 2.12983 -1.51431 -1.41169 0.094 -0.120 -0.040
H 2.03820 -0.79216 -3.02857 0.168 0.015 0.050
H 2.31749 0.21816 -1.57157 0.099 -0.016 -0.211
C 1.44251 1.02137 1.69043 -0.107 0.107 0.089
N 0.90138 1.49662 0.42714 -0.954 0.831 0.118
H 2.52618 1.14778 1.69182 -0.044 -0.060 0.018
H 1.03324 1.54020 2.56743 0.093 -0.129 0.044
H 1.22633 -0.04299 1.77529 0.050 -0.068 0.135
H -0.14469 1.51779 0.46202 1.379 0.029 0.036
H 1.19344 2.45187 0.25190 0.034 -0.038 0.004
```
Positions in Å, forces in eV/Å.

natural (NBO) population analysis, charges in e, atoms 1 to 4: number 1, C, carries -0.479; number 2, C, carries -0.117; number 3, C, carries -0.658; number 4, H, carries 0.206

Largest force on an atom readings, ordered: 2.0 4.6 0.1 5.6 6.2 3.3 eV/A
DFT total energy readings, ordered: -909.87742 -1277.36461 -2566.89755 -918.26529 -929.43866 -293.48385 hartree